No. 1
Molecular formula: C33H21BrN8OPd
Method: DFT, the ωB97M-V functional and the def2-TZVPD basis

As for the multiplicity: 1. The calculation puts the highest occupied orbital energy (alpha / beta) at -0.274 / -0.274 hartree. As for the total energy: -122051.642 eV. Its charge is 0. The calculation puts the HOMO-LUMO gap (alpha / beta) at 0.2435 / 0.2442 hartree. As for the molar mass: 731.9 g mol⁻¹.

CARTESIAN COORDINATES (ANGSTROEM)
Pd1 -0.6996 0.9873 -0.6559
C1 -2.2842 -2.2706 -3.0307
C2 -3.5008 -2.6098 -2.4425
C3 -4.1238 -1.7037 -1.6186
C4 -3.5263 -0.4580 -1.3711
N1 -2.3463 -0.1417 -1.9233
C5 -1.7575 -1.0341 -2.7356
N2 -4.2578 0.4400 -0.6118
C6 -3.7843 1.5401 -0.1502
N3 -2.4860 1.9697 -0.0474
C7 -2.4805 3.3001 0.2489
N4 -1.4985 4.1309 0.1937
C8 -0.3564 3.8727 -0.5316
C9 0.7365 4.7363 -0.3715
C10 1.8071 4.6421 -1.2243
C11 1.7880 3.7104 -2.2628
C12 0.7156 2.8646 -2.3417
N5 -0.3331 2.9170 -1.4925
C13 -3.8664 3.7184 0.5867
C14 -4.3881 4.9477 0.9319
C15 -5.7728 5.0444 1.0453
C16 -6.5905 3.9451 0.7939
C17 -6.0505 2.7172 0.4215
C18 -4.6774 2.6277 0.3332
H1 -1.7676 -2.9449 -3.6990
H2 -3.9551 -3.5722 -2.6441
H3 -5.0777 -1.9105 -1.1536
H4 -0.8092 -0.7262 -3.1592
H5 0.6872 5.4756 0.4152
H6 2.6553 5.3045 -1.1038
H7 2.5995 3.6329 -2.9723
H8 0.6505 2.1126 -3.1161
H9 -3.7377 5.7972 1.0951
H10 -6.2216 5.9909 1.3196
H11 -7.6649 4.0541 0.8720
H12 -6.6784 1.8642 0.1983
Br1 7.3804 -1.5879 4.8091
C19 6.3598 -2.5281 3.5200
C20 4.9917 -2.6619 3.6978
C21 4.2505 -3.3474 2.7512
C22 4.8748 -3.9107 1.6420
C23 6.2470 -3.7969 1.4954
C24 6.9929 -3.0850 2.4232
N6 4.1429 -4.7715 0.7508
N7 3.1336 -4.3962 0.1357
C25 2.7545 -3.0228 0.0098
C26 3.6171 -1.9998 -0.3255
C27 3.1729 -0.6941 -0.5500
C28 1.8289 -0.3621 -0.4218
O1 1.3605 0.8352 -0.6247
C29 0.9333 -1.4123 -0.0533
N8 -0.3699 -1.0553 0.1318
C30 -1.2482 -1.9671 0.4669
C31 -0.9051 -3.3219 0.6229
C32 0.3928 -3.7061 0.4493
C33 1.3714 -2.7377 0.1164
H13 4.5083 -2.2293 4.5626
H14 3.1804 -3.4548 2.8731
H15 6.7297 -4.2506 0.6382
H16 8.0607 -2.9696 2.2973
H17 4.6665 -2.2235 -0.4603
H18 3.8669 0.0887 -0.8276
H19 -2.2645 -1.6290 0.6285
H20 -1.6738 -4.0357 0.8856
H21 0.6976 -4.7388 0.5597

No. 2
Molecular formula: C20H40Br20
Method: DFT, the ωB97M-V functional and the def2-TZVPD basis

As for the multiplicity: 1. The calculation puts the highest occupied orbital energy at -0.366 hartree. As for the total energy: -1422240.783 eV. Its charge is 0. The calculation puts the HOMO-LUMO gap at 0.3723 hartree. The relative energy (zero: lowest compared OMol25 entry of this formula, charge and spin) comes out at 0.173 eV. As for the molar mass: 1878.6 g mol⁻¹.

CARTESIAN COORDINATES (ANGSTROEM)
Br1 -6.1646 0.9874 0.3544
C1 -4.9746 2.2522 1.2435
C2 -3.7068 2.2115 0.5023
Br2 -2.4151 3.3760 1.4080
H1 -4.8530 1.8803 2.2523
H2 -5.4718 3.2073 1.2067
H3 -3.7853 2.6278 -0.4856
H4 -3.2793 1.2243 0.5272
Br3 -0.4519 0.1095 4.4455
C3 -2.1832 0.9432 4.3225
C4 -2.8884 0.8029 5.6155
Br4 -4.6559 1.5282 5.4673
H5 -2.7219 0.3636 3.5751
H6 -2.1469 1.9637 3.9674
H7 -2.3634 1.2688 6.4413
H8 -2.9711 -0.2539 5.8563
Br5 7.2413 1.9623 -2.0563
C5 7.4048 2.4324 -0.1548
C6 6.5044 1.5213 0.5941
Br6 6.5418 2.0873 2.4741
H9 7.0843 3.4592 -0.1112
H10 8.4431 2.2921 0.0947
H11 6.8332 0.4952 0.6493
H12 5.4736 1.5742 0.2818
Br7 -3.0944 -4.4662 0.3803
C7 -3.4361 -3.4126 1.9834
C8 -4.6621 -2.6542 1.7705
Br8 -4.9684 -1.4827 3.3222
H13 -2.5604 -2.7800 2.1022
H14 -3.4096 -4.0573 2.8586
H15 -5.5870 -3.1816 1.6143
H16 -4.5109 -1.9395 0.9664
Br9 0.4396 -2.0119 -4.6112
C9 -1.4097 -1.5659 -4.2174
C10 -1.7251 -2.0539 -2.8678
Br10 -3.6239 -1.8465 -2.5184
H17 -2.0264 -2.0805 -4.9449
H18 -1.5231 -0.4992 -4.3419
H19 -1.2256 -1.4895 -2.0982
H20 -1.5235 -3.1105 -2.7809
Br11 3.0371 0.4521 0.4889
C11 1.3189 -0.1200 1.1669
C12 0.4292 -0.4129 0.0262
Br12 -1.4209 -0.6129 0.5818
H21 0.9430 0.6274 1.8489
H22 1.4741 -1.0203 1.7643
H23 0.7290 -1.2836 -0.5415
H24 0.4381 0.4172 -0.6771
Br13 -0.7812 -7.7236 -2.5534
C13 -0.4779 -6.0988 -1.5242
C14 0.7282 -5.4439 -2.0930
Br14 1.0997 -3.8654 -0.9886
H25 -0.3683 -6.3650 -0.4813
H26 -1.3630 -5.4852 -1.6201
H27 0.5335 -5.0449 -3.0788
H28 1.6060 -6.0672 -2.0648
Br15 2.2498 1.0386 -5.7010
C15 2.1681 1.1065 -3.7882
C16 2.7230 2.4225 -3.2546
Br16 1.5926 3.9331 -3.6936
H29 2.7117 0.2698 -3.3499
H30 1.1272 0.9539 -3.5156
H31 3.6377 2.6186 -3.8047
H32 2.8779 2.3749 -2.1884
Br17 4.0849 -2.2894 3.4445
C17 3.6780 -0.5295 4.1315
C18 4.7171 -0.1897 5.1639
Br18 4.2505 1.5260 5.9651
H33 2.6757 -0.5191 4.5404
H34 3.7218 0.2064 3.3327
H35 5.6894 -0.0297 4.7253
H36 4.7422 -0.8906 5.9849
Br19 -2.0988 6.2735 -5.3763
C19 -2.0163 4.9950 -3.9157
C20 -2.0826 3.5586 -4.4331
Br20 -1.6093 2.3711 -2.9768
H37 -2.8312 5.2516 -3.2508
H38 -1.0908 5.1945 -3.3858
H39 -1.3965 3.4060 -5.2578
H40 -3.0940 3.3100 -4.7392

No. 3
Molecular formula: C21H25CsO5S3
Method: DFT, the ωB97M-V functional and the def2-TZVPD basis

As for the multiplicity: 1. The calculation puts the highest occupied orbital energy at -0.270 hartree. As for the total energy: -65471.561 eV. Its charge is 0. The calculation puts the HOMO-LUMO gap at 0.2544 hartree. As for the molar mass: 586.5 g mol⁻¹.

CARTESIAN COORDINATES (ANGSTROEM)
Cs1 0.0203 -0.0011 -1.3933
C1 -0.8378 -1.9133 1.5882
C2 -2.1101 -1.2330 1.1308
O1 -1.9187 0.0935 0.6421
C3 -1.6273 1.0126 1.7037
C4 -1.2201 2.3445 1.1216
O2 -0.1038 2.2811 0.2329
C5 1.1863 2.5023 0.7991
C6 1.7518 1.3282 1.5591
O3 1.8508 0.1749 0.7154
C7 2.0199 -1.0129 1.5025
C8 1.4193 -2.2033 0.7906
O4 0.0394 -2.0602 0.4666
H1 -1.0944 -2.9000 1.9943
H2 -0.3771 -1.3400 2.3983
H3 -2.7978 -1.2159 1.9852
H4 -2.5720 -1.7954 0.3163
H5 -0.8605 0.6161 2.3787
H6 -2.5262 1.1604 2.3184
H7 -0.9989 3.0199 1.9549
H8 -2.0437 2.7644 0.5383
H9 1.1352 3.3466 1.4981
H10 1.8374 2.7830 -0.0311
H11 1.1452 1.0943 2.4395
H12 2.7487 1.6060 1.9290
H13 1.5575 -0.8653 2.4831
H14 3.0875 -1.2044 1.6670
H15 1.5732 -3.0845 1.4242
H16 1.9243 -2.3732 -0.1671
O5 0.2728 -0.0607 3.8868
C9 0.1801 -0.1452 5.2384
C10 -1.1965 0.3491 5.7129
C11 -2.4006 -0.0462 5.2159
C12 -3.5025 0.5821 5.8553
C13 -3.1145 1.4487 6.8287
S1 -1.4035 1.4956 6.9808
C14 0.3310 -1.5867 5.7282
C15 -0.0942 -2.2099 6.8588
C16 0.3725 -3.5513 6.9613
C17 1.1496 -3.9120 5.9083
S2 1.2646 -2.6484 4.7432
C18 1.2739 0.7062 5.9055
C19 1.7481 1.8889 5.4323
C20 2.7173 2.4871 6.2839
C21 2.9682 1.7386 7.3889
S3 2.0421 0.2905 7.3968
H17 -2.4771 -0.7750 4.4200
H18 -4.5377 0.4024 5.6013
H19 -3.7377 2.0619 7.4584
H20 -0.7155 -1.7209 7.5965
H21 0.1492 -4.2085 7.7896
H22 1.6252 -4.8643 5.7389
H23 1.3900 2.3084 4.5042
H24 3.2051 3.4304 6.0831
H25 3.6601 1.9497 8.1878

No. 4
Molecular formula: C2H12O3
Method: DFT, the ωB97M-V functional and the def2-TZVPD basis

As for the multiplicity: 2. The calculation puts the highest occupied orbital energy (alpha / beta) at -0.607 / -0.571 hartree. As for the total energy: -8399.285 eV. Its charge is +1. The calculation puts the HOMO-LUMO gap (alpha / beta) at 0.4836 / 0.1629 hartree. The relative energy (zero: lowest compared OMol25 entry of this formula, charge and spin) comes out at 1.196 eV. As for the molar mass: 84.1 g mol⁻¹.

CARTESIAN COORDINATES (ANGSTROEM)
C1 -1.2566 -1.7481 -1.5486
C2 -0.0063 -1.4124 -0.8328
H1 -1.9614 -2.4567 -0.9900
H2 -1.1087 -2.2757 -2.4639
H3 -1.9768 -0.9282 -1.8240
H4 0.7038 -0.8784 -1.4084
H5 -0.2113 -0.6457 0.0335
H6 0.3088 -2.4050 -0.3759
H7 1.9518 2.2596 -0.0241
H8 1.7779 0.9423 -0.5991
O1 1.2827 1.6860 -0.3454
H9 0.5757 0.7538 2.3183
H10 1.1518 -0.7458 1.9889
O2 1.2923 0.1702 1.8964
H11 -0.5369 1.2717 0.5105
H12 -1.7807 0.4579 -0.0847
O3 -1.4896 1.0954 0.5999